--- i ---
# C5H5N

C5H5N as an isolated structure (ωB97M-V/def2-TZVPD, the Open Molecules 2025 dataset).

Each line ends with the natural charge from an NBO analysis.
Geometry (Å):
1 C -0.5384 0.8045 1.1107  0.284
2 C -1.2653 -0.1185 0.1896  -0.426
3 C 0.8370 0.1785 0.8839  -0.318
4 C 0.1337 -0.1466 -0.4041  -0.204
5 C 0.9062 1.1986 -0.1648  -0.060
6 N -0.3431 2.0282 0.6002  -0.403
7 H -1.5090 -1.1098 0.6259  0.217
8 H -2.2183 0.0956 -0.4495  0.234
9 H 1.5962 -0.2141 1.3384  0.224
10 H 0.4813 -1.0343 -1.0393  0.222
11 H 1.9012 1.3387 -0.6384  0.229

Summary:
Charge   0
LUMO level (alpha / beta)   -0.1 / -0.1 eV
Highest occupied orbital energy (alpha / beta)   -0.303 / -0.298 Ha

=====

--- ii ---
# C5H5N

One molecule with the formula C5H5N (ωB97M-V/def2-TZVPD, the Open Molecules 2025 dataset).

Each line ends with the natural charge from an NBO analysis.
Geometry (Å):
1 C 0.4751 -0.1876 -1.0681  -0.175
2 C 1.2903 -0.0985 0.0549  -0.266
3 C 0.6782 0.2673 1.2518  0.039
4 N -0.6361 0.1751 1.4507  -0.416
5 C -1.4032 -0.0600 0.3876  0.037
6 C -0.9008 -0.0570 -0.9111  -0.267
7 H 0.9083 -0.3281 -2.0547  0.220
8 H 2.3626 -0.2682 0.0024  0.221
9 H 1.2484 0.7175 2.0609  0.193
10 H -2.4592 -0.2415 0.5844  0.194
11 H -1.5636 0.0809 -1.7588  0.220

Summary:
Charge   0
LUMO level   1.0 eV
Highest occupied orbital energy   -0.347 Ha
SMILES   c1ccncc1

=====

--- iii ---
# C5H5N

C5H5N as an isolated structure (ωB97M-V/def2-TZVPD, the Open Molecules 2025 dataset).

Each line ends with the natural charge from an NBO analysis.
Geometry (Å):
1 C 0.7310 0.9060 -0.2161  0.220
2 C -1.3632 0.2028 -0.3961  -0.380
3 C 1.2210 -1.0186 0.0821  -0.251
4 C -0.4693 1.0527 0.4689  -0.173
5 C -0.0622 -0.3601 -0.2217  -0.049
6 N 1.9158 0.2631 0.0030  -0.485
7 H -2.3814 -0.1375 -0.0337  0.219
8 H -1.4907 0.7025 -1.3617  0.200
9 H 1.1918 -1.4538 1.0827  0.232
10 H 1.4360 -1.6003 -0.8281  0.239
11 H -0.7287 1.4432 1.4208  0.227

Summary:
Charge   0
LUMO level (alpha / beta)   0.4 / 0.4 eV
Highest occupied orbital energy (alpha / beta)   -0.292 / -0.292 Ha

=====

Most stable one: ii, least stable one: i.

=====

--- i ---
# C6H6N2O2S

One molecule with the formula C6H6N2O2S (ωB97M-V/def2-TZVPD, the Open Molecules 2025 dataset).

Each line ends with the natural charge from an NBO analysis.
Geometry (Å):
1 N -2.8715 -0.7805 0.2139  -0.745
2 C -1.8049 0.0903 0.0060  0.199
3 C -2.0042 1.4693 -0.0381  -0.273
4 C -0.8327 2.2560 -0.1345  0.078
5 N 0.4035 1.8310 -0.1599  -0.409
6 C 0.5431 0.5892 -0.1274  0.102
7 C 1.9890 0.1097 -0.1099  0.791
8 O 2.5212 -0.5436 -0.9858  -0.587
9 O 2.6396 0.5876 1.0260  -0.677
10 C -0.4643 -0.3516 0.0214  -0.234
11 S -0.1860 -2.1007 0.1414  -0.014
12 H -3.5885 -0.3966 -0.0360  0.336
13 H -2.6255 -1.8117 -0.3408  0.390
14 H -2.8833 1.7634 -0.1124  0.188
15 H -1.0995 3.1659 -0.2658  0.172
16 H 3.7200 0.3971 0.8431  0.499
17 H 0.8853 -2.1902 -0.7552  0.184

Summary:
Charge   0
LUMO level   0.6 eV
Highest occupied orbital energy   -0.323 Ha
SMILES   Nc1ccnc(C(=O)O)c1S

=====

--- ii ---
# C6H6N2O2S

One molecule with the formula C6H6N2O2S (ωB97M-V/def2-TZVPD, the Open Molecules 2025 dataset).

Each line ends with the natural charge from an NBO analysis.
Geometry (Å):
1 C -1.1981 -1.4186 0.6138  -0.233
2 O -1.1705 -0.1969 -0.1815  -0.509
3 C 0.0632 0.4180 -0.0577  0.116
4 C 0.1342 1.8127 -0.0027  0.429
5 N -0.9952 2.5599 0.0640  -0.828
6 O 1.3960 2.3012 0.1306  -0.390
7 C 2.1772 1.1950 0.0518  0.353
8 N 3.4707 0.9734 0.2086  -0.406
9 C 3.7669 -0.2676 0.1208  -0.119
10 S 2.4120 -1.3808 -0.1741  0.340
11 C 1.4082 0.0466 -0.1141  -0.316
12 H -2.0516 -1.9140 0.3497  0.189
13 H -1.2153 -1.1120 1.7876  0.180
14 H -0.2671 -1.9791 0.3169  0.176
15 H -1.6936 2.1807 -0.6730  0.416
16 H -0.9244 3.5274 0.2815  0.402
17 H 4.7018 -0.6577 0.2369  0.200

Summary:
Charge   0
LUMO level   0.7 eV
Highest occupied orbital energy   -0.264 Ha
SMILES   COc1c(N)oc2ncsc12

=====

Most stable one: ii, least stable one: i.

=====

--- i ---
# CH2O2

A 2-piece molecular cluster, CH2O2 overall (ωB97M-V/def2-TZVPD, the Open Molecules 2025 dataset).

Each line ends with the natural charge from an NBO analysis.
Geometry (Å):
1 C 1.1397 0.0591 0.1814  0.370
2 O 2.2285 0.6114 -0.4895  -0.254
3 O 2.2759 -0.5577 0.3816  -0.246
4 H -1.4149 -1.1824 -0.7674  0.014
5 H 0.1898 -0.5875 -0.3343  0.115

Summary:
Charge   0
LUMO level (alpha / beta)   -0.6 / -1.2 eV
Highest occupied orbital energy (alpha / beta)   -0.411 / -0.345 Ha

=====

--- ii ---
# CH2O2

CH2O2 as an isolated structure (ωB97M-V/def2-TZVPD, the Open Molecules 2025 dataset).

Each line ends with the natural charge from an NBO analysis.
Geometry (Å):
1 C 1.4494 -1.6766 2.7381  1.026
2 O 1.6388 -2.3974 1.8524  -0.502
3 O 1.3076 -0.9466 3.6627  -0.524
4 H 0.6576 -1.1299 -0.9646  0.006
5 H 0.3837 -0.4464 -0.6871  -0.006

Summary:
Charge   0
LUMO level   0.6 eV
Highest occupied orbital energy   -0.479 Ha

=====

--- iii ---
# CH2O2

One molecule with the formula CH2O2 (ωB97M-V/def2-TZVPD, the Open Molecules 2025 dataset).

Each line ends with the natural charge from an NBO analysis.
Geometry (Å):
1 O 1.0444 -0.7306 -0.4165  -0.556
2 C 0.0972 -0.0167 -0.4156  0.646
3 O -0.7197 0.1922 0.6748  -0.692
4 H -0.3012 0.5758 -1.2531  0.115
5 H -0.1206 -0.0207 1.4104  0.487

Summary:
Charge   0
LUMO level   0.9 eV
Highest occupied orbital energy   -0.412 Ha
SMILES   O=CO

=====

--- iv ---
# CH2O2

One molecule with the formula CH2O2 (ωB97M-V/def2-TZVPD, the Open Molecules 2025 dataset).

Each line ends with the natural charge from an NBO analysis.
Geometry (Å):
1 O 1.1931 -0.2024 0.0479  -0.523
2 C 0.1365 0.3304 -0.0920  0.652
3 O -1.0789 -0.2641 -0.0344  -0.688
4 H -0.0583 1.4307 0.0407  0.073
5 H -1.6742 0.3193 0.4039  0.485

Summary:
Charge   0
LUMO level   0.6 eV
Highest occupied orbital energy   -0.405 Ha
SMILES   O=CO

=====

Most stable one: iii, least stable one: i.

=====

--- i ---
# C3H6N2S

One molecule with the formula C3H6N2S (ωB97M-V/def2-TZVPD, the Open Molecules 2025 dataset).

Each line ends with the natural charge from an NBO analysis.
Geometry (Å):
1 C 0.9728 1.1188 1.4968  -0.478
2 C -0.6187 -0.5577 -0.2231  0.045
3 C -0.6540 -0.8398 -1.6803  -0.697
4 N 1.1833 -0.3086 1.2580  -0.056
5 N 0.4707 -0.9630 0.5374  -0.114
6 S -0.2973 1.8353 0.4165  -0.168
7 H 0.4463 1.3510 2.4897  0.256
8 H 1.9439 1.7004 1.4828  0.239
9 H -1.6207 -0.8751 0.2519  0.231
10 H -1.6727 -1.0102 -1.8742  0.229
11 H 0.1434 -1.6256 -1.9874  0.253
12 H -0.2971 0.1745 -2.1681  0.260

Summary:
Charge   0
LUMO level   -0.2 eV
Highest occupied orbital energy   -0.307 Ha

=====

--- ii ---
# C3H6N2S

C3H6N2S as an isolated structure (ωB97M-V/def2-TZVPD, the Open Molecules 2025 dataset).

Each line ends with the natural charge from an NBO analysis.
Geometry (Å):
1 C 1.0512 1.3005 0.1970  -0.708
2 C 0.7063 -0.1305 -0.1836  -0.118
3 C -0.7584 -0.4705 -0.2252  0.308
4 H 0.9407 1.9788 -0.7262  0.239
5 H 2.1754 1.3650 0.4183  0.241
6 H 0.6393 1.8424 1.1144  0.248
7 H -2.1084 -1.9521 0.3978  0.417
8 H -0.3935 -2.6207 0.7211  0.411
9 H -1.4359 1.2644 -0.9466  0.350
10 N -1.0865 -1.6773 0.1291  -0.793
11 N -1.6718 0.2625 -0.5444  -0.684
12 S 1.9417 -1.1624 -0.3517  0.088

Summary:
Charge   0
LUMO level   -0.7 eV
Highest occupied orbital energy   -0.323 Ha

=====

--- iii ---
# C3H6N2S

C3H6N2S as an isolated structure (ωB97M-V/def2-TZVPD, the Open Molecules 2025 dataset).

Each line ends with the natural charge from an NBO analysis.
Geometry (Å):
1 C -0.0371 0.8012 -0.9000  -0.218
2 C -0.6615 1.2517 0.4241  -0.444
3 C -0.4136 -0.1929 0.9069  0.202
4 H 1.2005 -2.0802 0.8105  0.359
5 H 0.3061 -2.2012 -1.3194  0.348
6 H -0.5663 0.5064 -1.7737  0.208
7 H 0.7841 1.4231 -0.9875  0.208
8 H -1.6297 1.5835 0.3513  0.224
9 H -0.0498 2.0114 0.9440  0.237
10 N 1.1790 -1.4845 -0.6636  -0.637
11 N 0.1405 -0.5203 -0.2256  -0.237
12 S -0.2522 -1.0983 2.4330  -0.250

Summary:
Charge   0
LUMO level   0.3 eV
Highest occupied orbital energy   -0.315 Ha

=====

--- iv ---
# C3H6N2S

One molecule with the formula C3H6N2S (ωB97M-V/def2-TZVPD, the Open Molecules 2025 dataset).

Each line ends with the natural charge from an NBO analysis.
Geometry (Å):
1 C -0.4208 -1.2543 0.2549  -0.569
2 C 0.8747 -0.5112 -0.1404  -0.247
3 N 0.6280 0.8566 -0.2815  -0.291
4 N -0.1399 1.4498 0.7763  -0.521
5 C -0.7390 1.1034 -0.5411  -0.102
6 S -1.7461 -0.3365 -0.5457  0.239
7 H -0.2486 -2.3559 -0.1384  0.235
8 H -0.5718 -1.3759 1.3226  0.225
9 H 1.5798 -0.8307 0.6584  0.214
10 H 1.3605 -0.8473 -1.0780  0.213
11 H 0.2717 2.3474 1.1444  0.378
12 H -0.8486 1.7545 -1.4315  0.226

Summary:
Charge   0
LUMO level   1.0 eV
Highest occupied orbital energy   -0.326 Ha
SMILES   C1CN2N[C@@H]2S1

=====

Most stable one: iv, least stable one: iii.

=====

--- i ---
# C3H6N2S

One molecule with the formula C3H6N2S (ωB97M-V/def2-TZVPD, the Open Molecules 2025 dataset).

Each line ends with the natural charge from an NBO analysis.
Geometry (Å):
1 N -0.8222 -1.3194 0.0481  -0.794
2 C -1.2207 -0.0365 0.0015  0.489
3 N -2.5805 0.1818 -0.0698  -0.788
4 C -0.3431 1.0531 0.0118  -0.482
5 C 1.0564 0.9796 0.0111  -0.250
6 S 2.0790 -0.3350 -0.0094  -0.185
7 H -1.4445 -1.9959 -0.1744  0.386
8 H 0.2483 -1.3449 -0.0026  0.420
9 H -3.1564 -0.5396 0.2597  0.388
10 H -2.8535 1.1483 0.0232  0.401
11 H -0.7461 2.0794 0.0642  0.214
12 H 1.5508 1.9986 -0.0141  0.204

Summary:
Charge   0
LUMO level   0.5 eV
Highest occupied orbital energy   -0.290 Ha
SMILES   NC(N)=CC=S

=====

--- ii ---
# C3H6N2S

One molecule with the formula C3H6N2S (ωB97M-V/def2-TZVPD, the Open Molecules 2025 dataset).

Each line ends with the natural charge from an NBO analysis.
Geometry (Å):
1 C -1.0494 -0.9475 0.4247  -0.442
2 C 1.2741 -0.2182 -0.1504  -0.645
3 C -0.1946 -0.3036 -0.3659  -0.081
4 N -2.4033 1.1983 0.1590  -0.292
5 N -1.3399 1.6962 -0.0278  -0.102
6 S -2.6754 -0.7330 -0.1609  0.142
7 H -0.7556 -1.4479 1.2552  0.208
8 H 1.7094 -0.6471 -0.9362  0.215
9 H 1.6575 -0.5004 0.8211  0.210
10 H 1.4920 0.8040 -0.1318  0.224
11 H -0.4676 -0.0330 -1.2797  0.188
12 H -3.1767 1.6943 0.5710  0.375

Summary:
Charge   0
LUMO level   0.5 eV
Highest occupied orbital energy   -0.315 Ha

=====

Most stable one: i, least stable one: ii.

=====

--- i ---
# C3H6N2S

One molecule with the formula C3H6N2S (ωB97M-V/def2-TZVPD, the Open Molecules 2025 dataset).

Each line ends with the natural charge from an NBO analysis.
Geometry (Å):
1 C 0.6106 -1.5293 0.5125  -0.649
2 C 0.9589 -0.1661 0.0282  0.065
3 N 0.0598 0.5822 -0.4681  -0.164
4 N -0.2156 1.5420 -1.2397  -0.159
5 C -1.2245 2.4956 -1.0646  -0.328
6 S 0.1843 3.5113 -1.5827  -0.030
7 H -0.3968 -1.7960 0.2144  0.230
8 H 0.6858 -1.5737 1.6004  0.226
9 H 1.3092 -2.2594 0.1051  0.225
10 H 1.9882 0.1695 0.1525  0.178
11 H -2.0231 2.4448 -1.8026  0.209
12 H -1.5869 2.6844 -0.0532  0.198

Summary:
Charge   0
LUMO level   -0.1 eV
Highest occupied orbital energy   -0.303 Ha
SMILES   C/C=N/N1CS1

=====

--- ii ---
# C3H6N2S

One molecule with the formula C3H6N2S (ωB97M-V/def2-TZVPD, the Open Molecules 2025 dataset).

Each line ends with the natural charge from an NBO analysis.
Geometry (Å):
1 C -0.2098 1.3255 -1.7959  -0.662
2 C -0.2783 1.0962 -0.3587  0.035
3 N -0.2245 -0.1029 0.0594  -0.125
4 N -0.4295 -0.8538 1.0493  -0.154
5 C 0.3800 -1.7914 1.6032  -0.358
6 S -0.1543 -0.9946 3.1041  -0.033
7 H 0.2559 0.4536 -2.4156  0.238
8 H 0.4588 2.2392 -2.1376  0.225
9 H -1.0508 1.4969 -2.3621  0.233
10 H -0.3667 1.7845 0.3990  0.193
11 H 0.0539 -2.9616 1.5479  0.217
12 H 1.5652 -1.6916 1.3070  0.190

Summary:
Charge   0
LUMO level   -0.3 eV
Highest occupied orbital energy   -0.308 Ha
SMILES   C/C=N/N1CS1

=====

--- iii ---
# C3H6N2S

A 2-piece molecular cluster, C3H6N2S overall (ωB97M-V/def2-TZVPD, the Open Molecules 2025 dataset).

Each line ends with the natural charge from an NBO analysis.
Geometry (Å):
1 C -1.1681 2.1594 0.4972  -0.109
2 N 0.1200 2.1350 0.7806  -0.556
3 S 1.0606 3.5176 0.7353  -0.209
4 H -1.6808 1.2808 0.2636  0.175
5 H -1.6225 3.1217 0.3815  0.199
6 H 0.6260 1.2095 0.9610  0.459
7 C 0.4160 -2.6253 -0.8548  -0.744
8 C 0.6430 -1.4449 -0.0980  0.352
9 N 0.8649 -0.4957 0.4887  -0.382
10 H 0.7070 -2.5661 -1.8838  0.270
11 H 0.7895 -3.6242 -0.2716  0.278
12 H -0.7554 -2.6678 -0.9997  0.267

Summary:
Charge   0
LUMO level   0.2 eV
Highest occupied orbital energy   -0.270 Ha
SMILES   C=[NH+][S-].CC#N

=====

--- iv ---
# C3H6N2S

One molecule with the formula C3H6N2S (ωB97M-V/def2-TZVPD, the Open Molecules 2025 dataset).

Each line ends with the natural charge from an NBO analysis.
Geometry (Å):
1 S 2.4915 0.1108 -1.4503  0.071
2 N 1.7145 -0.9814 -0.3237  -0.509
3 C 0.4644 -0.6035 -0.0755  0.053
4 C -0.4739 0.4189 -0.3429  -0.187
5 C -1.4379 0.6514 0.8612  -0.231
6 N -1.8939 -0.0836 -0.3575  -0.536
7 H 3.8568 -0.3018 -0.9661  0.151
8 H 0.2778 -1.0219 0.9402  0.177
9 H -0.2171 1.1201 -1.0785  0.228
10 H -1.6150 1.7780 1.1339  0.223
11 H -1.2659 0.0814 1.7411  0.198
12 H -1.9012 -1.1683 -0.0819  0.363

Summary:
Charge   0
LUMO level   0.6 eV
Highest occupied orbital energy   -0.316 Ha
SMILES   S/N=C\[C@@H]1CN1

=====

Most stable one: iii, least stable one: ii.